No. 1
C30H52Br3N2O13Zr | ωB97M-V with the def2-TZVPD basis set

CARTESIAN COORDINATES (ANGSTROEM)
Zr 1.4299 -1.3563 -0.0609
C 3.5262 2.0512 1.4900
C 2.2457 2.8937 1.3151
C 2.8796 4.1136 0.4867
C 1.9111 4.9685 -0.4786
C 0.4039 4.5635 -0.1382
C 0.1827 3.0252 -0.2352
N 1.3733 2.2511 0.2429
O 1.1005 0.8783 0.3976
C -0.2257 2.8276 -1.7052
C -0.9874 2.8173 0.7355
C 1.5897 3.2917 2.6667
H 4.3293 2.5124 2.0648
H 3.9134 1.9931 0.4728
H 3.3715 1.0717 1.9426
H 3.9229 4.1163 0.1709
H 3.0431 4.8948 1.2291
H 2.0129 4.6805 -1.5249
H 2.1783 6.0249 -0.4527
H -0.3342 5.1121 -0.7233
H 0.2527 4.8838 0.8926
H 0.4771 3.0176 -2.5163
H -1.2343 3.1754 -1.9285
H -0.1537 1.7413 -1.7577
H -0.8143 2.9805 1.7993
H -1.2390 1.7568 0.7257
H -1.8069 3.4340 0.3665
H 0.8567 4.0708 2.4571
H 2.3292 3.5971 3.4069
H 1.0861 2.4677 3.1722
C 2.0690 -4.8433 3.2954
C 0.6421 -4.1945 2.9773
C -0.2426 -4.4932 4.1732
C -1.5389 -3.6881 4.1058
C -1.1485 -2.1597 4.1994
C 0.2476 -1.7292 3.8765
N 0.7659 -2.6842 2.8055
O 1.7818 -2.1546 1.9773
C 1.1335 -1.8933 5.1617
C 0.0956 -0.2050 3.4461
C -0.0394 -4.8152 1.7380
H 2.5449 -4.4131 4.1766
H 2.7394 -4.8310 2.4361
H 1.8605 -5.8381 3.6890
H 0.3357 -4.4858 5.0970
H -0.5742 -5.5315 4.1848
H -2.2124 -3.9979 4.9049
H -1.9858 -3.6861 3.1116
H -1.3618 -2.1031 5.2668
H -1.9108 -1.5130 3.7648
H 0.6269 -1.5148 6.0495
H 1.9922 -1.2228 5.1989
H 1.6166 -2.8389 5.4077
H -0.4318 0.4048 4.1796
H -0.5089 -0.0704 2.5492
H 1.0616 0.2727 3.2825
H 0.5833 -5.1425 0.9054
H -0.7837 -4.1361 1.3221
H -0.5925 -5.7435 1.8810
C -2.5690 -0.7498 -1.4130
C -1.2406 -1.2658 -1.0103
O -0.1842 -1.1707 -1.6771
O -0.8488 -1.6374 0.1087
H -2.6711 0.2981 -1.1309
H -3.2819 -1.3415 -0.8388
H -2.7124 -0.9010 -2.4829
C -5.1157 -1.3033 1.6237
Br -5.9306 -2.1911 3.2218
Br -4.1430 0.2376 2.2737
Br -6.3570 -1.0797 0.0863
H -4.4363 -1.9899 1.1187
C -0.3464 -1.9958 -5.1991
C -1.1228 -3.0702 -4.3814
O -0.3218 -4.2006 -4.6589
C 0.8790 -3.7398 -4.9502
O 1.8626 -4.4350 -5.2896
O 0.9071 -2.3905 -5.0179
H -0.4792 -1.0332 -4.7052
H -0.7150 -1.8792 -6.2182
H -2.1369 -3.1290 -4.7769
H -1.1617 -2.8889 -3.3073
C -4.5767 2.7616 -3.7891
C -4.3349 1.3801 -3.2905
O -3.1510 0.9210 -3.9793
C -3.1801 1.5425 -5.1894
O -2.6563 1.0794 -6.2456
O -3.9981 2.5978 -5.1039
H -3.8592 3.3758 -3.2450
H -5.5939 3.1338 -3.9101
H -5.1968 0.7185 -3.3774
H -4.1992 1.4093 -2.2094
C 4.7454 2.1438 -2.7841
C 3.6280 2.4335 -3.7980
O 2.7904 1.2809 -3.6320
C 3.0557 0.7523 -2.4205
O 2.4130 -0.1756 -1.9520
O 4.0499 1.2904 -1.8544
H 4.9798 3.1853 -2.5642
H 5.4902 1.5980 -3.3633
H 4.1532 2.4177 -4.7530
H 3.1804 3.4056 -3.5909

Properties
E = -10030.577409 hartree
HOMO-LUMO gap = 0.1946 hartree
energy above the lowest of the compared OMol25 structures with the same formula, charge and spin = 5.9267 eV
net charge = +1
F_max = 6.5 eV/A

=====

No. 2
C30H52Cl6O41S8 | ωB97M-V with the def2-TZVPD basis set

CARTESIAN COORDINATES (ANGSTROEM)
C 2.8105 5.4299 0.0134
Cl 1.5485 4.1956 -0.0427
Cl 3.1909 5.6069 1.6863
Cl 2.4300 6.9260 -0.5953
H 3.6915 5.0538 -0.5066
C 3.6979 -2.8032 2.4066
Cl 2.4644 -2.9859 1.1708
Cl 3.9607 -1.2602 3.1605
Cl 5.1023 -3.5023 1.6210
H 3.4625 -3.5792 3.1350
C -3.5101 -1.8920 -3.3122
C -4.8294 -2.6787 -3.3830
C -4.8017 -4.2380 -3.3080
O -5.2733 -4.5783 -2.0368
C -5.5900 -3.4602 -1.3521
O -6.0776 -3.2493 -0.2107
O -5.3565 -2.3428 -2.1322
H -2.7647 -2.4587 -2.7542
H -3.4850 -0.8588 -2.9658
H -3.0574 -1.9854 -4.2993
H -5.5630 -2.2659 -4.0755
H -3.8204 -4.6647 -3.5153
H -5.4587 -4.7445 -4.0151
C 7.6024 -0.3272 -0.9686
C 6.0827 -0.0070 -0.8488
C 5.4294 -0.3654 0.4578
O 4.6534 0.6480 0.8212
C 5.0801 1.7894 0.1508
O 4.7844 2.9409 0.4408
O 5.9903 1.4455 -0.8230
H 8.1503 0.2290 -0.2079
H 7.9145 -0.0463 -1.9745
H 7.7620 -1.3889 -0.7804
H 5.5074 -0.4900 -1.6387
H 6.2119 -0.5887 1.1830
H 4.7435 -1.2026 0.3288
C -0.8902 3.0715 -4.0335
C -0.7090 4.4162 -3.3004
C -1.4830 5.6122 -4.0304
O -2.3572 6.0471 -2.9655
C -2.1338 5.3130 -1.7842
O -2.8812 5.4852 -0.8103
O -1.2479 4.3704 -1.9701
H -0.1370 2.3783 -3.6589
H -0.6400 3.2764 -5.0744
H -1.8506 2.5717 -3.9068
H 0.3464 4.6719 -3.3944
H -1.9835 5.2171 -4.9144
H -0.7588 6.2923 -4.4789
C -5.0110 1.1761 -0.6692
C -3.8087 1.7337 0.0998
O -4.1642 1.8847 1.4094
S -5.4551 1.0794 1.8810
O -6.1866 1.9084 2.8163
O -5.0776 -0.1999 2.3388
O -6.0350 1.0280 0.3244
H -4.7903 0.1846 -1.0646
H -5.2443 1.8415 -1.5004
H -3.2122 2.5126 -0.3753
H -3.3069 0.7691 0.1760
C -2.8708 4.8468 3.4512
C -2.3211 4.9950 2.0224
O -0.9826 4.7234 2.0625
S -0.3894 4.5123 3.5498
O 0.8074 5.3404 3.7620
O -0.3383 3.0502 3.8922
O -1.7317 5.2491 4.1315
H -3.2374 3.8616 3.7393
H -3.4978 5.7140 3.6588
H -2.3354 5.9868 1.5703
H -2.9158 4.2938 1.4369
C 3.2055 2.7178 5.2360
C 2.9207 2.3202 3.8163
O 4.1301 2.0596 3.1349
S 5.4276 2.7551 3.9701
O 5.4781 4.2007 3.7716
O 6.7173 2.0480 3.9951
O 4.5677 2.4311 5.3886
H 2.9086 1.9571 5.9580
H 2.9868 3.7492 5.5125
H 2.5553 3.1644 3.2315
H 2.2036 1.5051 3.7195
C 0.4265 0.7733 1.0279
C 1.6341 0.5411 0.1503
O 1.3549 0.1126 -1.1843
S -0.2519 -0.3825 -1.2385
O -0.3151 -1.8255 -1.0875
O -0.9800 0.2420 -2.3610
O -0.6427 0.3653 0.2365
H 0.2412 1.8236 1.2529
H 0.3823 0.1381 1.9126
H 2.1661 -0.2552 0.6708
H 2.3365 1.3745 0.1381
C 1.1200 -5.8738 -2.2155
C 0.4046 -4.8613 -3.1176
O 1.1379 -3.6336 -2.6650
S 2.7148 -4.0987 -2.6246
O 3.4544 -3.1261 -1.8303
O 3.1873 -4.5184 -3.9765
O 2.3196 -5.3879 -1.8099
H 1.3741 -6.8812 -2.5452
H 0.4883 -6.1961 -1.3878
H -0.6830 -4.8015 -3.0783
H 0.5854 -5.0875 -4.1684
C 0.1153 -1.5131 -4.7256
C 0.0465 0.0639 -4.8867
O 0.3311 0.2159 -6.2881
S -0.1877 -1.0468 -7.1817
O 0.9108 -1.5136 -8.0114
O -1.5342 -0.7922 -7.6741
O -0.4233 -2.0442 -5.9044
H -0.3990 -1.8851 -3.8394
H 1.1419 -1.8439 -4.5688
H 0.7694 0.6507 -4.3198
H -0.9815 0.3537 -4.6692
C -3.7721 -3.2757 2.0228
C -3.2043 -2.5159 0.8360
O -2.2930 -3.4363 0.3118
S -1.6679 -4.5046 1.4906
O -0.2890 -4.1469 1.8628
O -1.9337 -5.8755 1.0778
O -2.7902 -4.0369 2.6380
H -4.5139 -4.0036 1.6941
H -4.1963 -2.5846 2.7512
H -2.6897 -1.6151 1.1705
H -3.9546 -2.1197 0.1518
C -0.9529 -2.7991 6.0007
C -0.1138 -2.3639 4.7245
O 1.2115 -2.2264 5.3151
S 1.5015 -3.3243 6.5087
O 2.3586 -2.7823 7.5474
O 1.9243 -4.5158 5.8133
O -0.1015 -3.2944 6.9553
H -1.6268 -3.5962 5.6864
H -1.4800 -1.9013 6.3235
H -0.1398 -3.1129 3.9331
H -0.4761 -1.4796 4.2001

Properties
E = -10205.413245 hartree
HOMO-LUMO gap (spin up / spin down) = 0.0914 / 0.3438 hartree
2S+1 = 2
net charge = -1
F_max = 5.2 eV/A

=====

No. 3
C30H52F3NO21S5 | ωB97M-V with the def2-TZVPD basis set

CARTESIAN COORDINATES (ANGSTROEM)
O -0.3163 -0.3712 3.8319
C -0.1535 -0.4074 5.0048
O -1.0960 -0.6877 5.9261
C -0.4858 -0.5616 7.2389
C 0.6963 0.3308 6.9233
F 1.7189 0.1034 7.7788
O 1.0327 -0.1160 5.6212
H -1.2080 -0.1799 7.9491
H -0.1294 -1.5642 7.4722
H 0.5155 1.4065 6.8861
O -2.3144 1.7905 0.9008
C -1.5156 0.9301 0.7739
O -1.8187 -0.3911 0.7318
C -0.6254 -1.1486 0.5400
C 0.4442 -0.0921 0.2823
F 0.9249 -0.1033 -1.0098
O -0.2160 1.1165 0.4760
H -0.4137 -1.6097 1.5040
H -0.7072 -1.8938 -0.2423
H 1.2960 -0.2151 0.9414
O -3.7037 1.3513 -4.3936
C -4.0878 0.8383 -3.4051
O -3.3704 0.7584 -2.2505
C -3.9853 -0.1701 -1.3988
C -5.3506 -0.4685 -2.0473
F -6.3783 0.0729 -1.3125
O -5.3139 0.2882 -3.2361
H -3.4372 -1.1185 -1.4079
H -4.1096 0.1019 -0.3548
H -5.5554 -1.5238 -2.1995
C -3.8763 -4.8027 -0.0686
N -2.6120 -4.7752 0.7446
O -2.1994 -3.7074 1.1268
O -2.1301 -5.8531 1.0395
H -4.5315 -5.3844 0.5752
H -3.6114 -5.3485 -0.9653
H -4.2176 -3.7897 -0.2080
O 4.0550 -3.3715 2.4042
S 2.8225 -3.4528 1.6849
O 2.3375 -2.3138 0.9242
C 2.7376 -4.9332 0.6628
C 1.3115 -5.4587 0.7149
C 0.5060 -4.6254 1.7246
C 1.4068 -3.9030 2.7089
H 3.3942 -5.6147 1.2116
H 3.2565 -4.6750 -0.2580
H 0.8595 -5.4353 -0.2770
H 1.3030 -6.5049 1.0201
H -0.3558 -5.1327 2.1503
H 0.0079 -3.8350 1.1440
H 1.8273 -4.6336 3.4079
H 0.9695 -3.0170 3.1501
O 4.4585 2.2131 -1.4366
S 4.1680 3.5379 -1.9454
O 5.2252 4.4922 -2.1215
C 3.1862 3.3027 -3.4603
C 1.7455 3.2246 -3.0081
C 1.5721 3.4824 -1.4936
C 2.8042 4.1843 -0.9829
H 3.6461 2.4756 -3.9873
H 3.3967 4.2576 -3.9477
H 1.0911 3.8338 -3.6339
H 1.3346 2.2277 -3.2059
H 1.5080 2.5207 -0.9824
H 0.6220 3.9763 -1.3015
H 3.0012 4.1632 0.0886
H 2.7488 5.2693 -1.1476
O -2.9764 -4.1735 -4.8119
S -2.2647 -3.6169 -3.6928
O -3.0645 -3.1248 -2.5894
C -0.9440 -4.6192 -3.0180
C 0.3882 -3.9382 -3.4129
C 0.0824 -2.4334 -3.4678
C -1.1925 -2.3396 -4.2993
H -1.0387 -5.6652 -3.3057
H -1.0126 -4.5882 -1.9272
H 1.1237 -4.2871 -2.6908
H 0.6751 -4.2943 -4.4071
H 0.8451 -1.8064 -3.9149
H -0.1517 -2.1366 -2.4480
H -0.9301 -2.5283 -5.3388
H -1.7040 -1.3845 -4.1890
O 5.9312 3.0684 3.7541
S 4.9940 1.9688 3.8059
O 4.3101 1.6222 5.0218
C 3.8330 2.2516 2.4420
C 3.8784 1.0129 1.5545
C 5.2570 0.3729 1.7024
C 5.7510 0.4916 3.1274
H 4.2274 3.0864 1.8648
H 2.9090 2.5463 2.9374
H 3.0403 0.3524 1.8065
H 3.6741 1.2382 0.5087
H 5.9125 0.9255 1.0256
H 5.2056 -0.6603 1.3640
H 6.8346 0.5773 3.1639
H 5.4465 -0.3389 3.7634
O -1.3751 5.1923 -0.3444
S -2.6992 5.7612 -0.3719
O -3.1977 6.4904 0.7659
C -2.9778 6.7605 -1.8301
C -3.5677 5.8116 -2.8558
C -4.5656 4.9322 -2.1098
C -3.8870 4.4447 -0.8243
H -2.1342 7.3601 -2.1636
H -3.7136 7.4894 -1.4768
H -4.0404 6.3582 -3.6758
H -2.7660 5.2601 -3.3573
H -4.8996 4.1116 -2.7457
H -5.4548 5.5321 -1.9006
H -3.3017 3.5504 -1.0264
H -4.5646 4.3062 0.0116

Properties
SMILES = O=C1OC[C@@H](F)O1.O=C1OC[C@@H](F)O1.O=C1OC[C@@H](F)O1.C[N+](=O)[O-].O=S1(=O)CCCC1.O=S1(=O)CCCC1.O=S1(=O)CCCC1.O=S1(=O)CCCC1.O=S1(=O)CCCC1
E = -5099.531081 hartree
HOMO-LUMO gap = 0.3423 hartree
energy above the lowest of the compared OMol25 structures with the same formula, charge and spin = 0.4870 eV
net charge = 0
F_max = 2.2 eV/A

=====

No. 4
C30H53BrEuN4P2 | ωB97M-V with the def2-TZVPD basis set

CARTESIAN COORDINATES (ANGSTROEM)
N 0.6674 -5.9411 -6.0377
C 1.8076 -6.0958 -5.3617
C 2.0044 -5.5472 -4.0862
C 0.9680 -4.8148 -3.4627
C -0.2424 -4.7007 -4.2057
C -0.3390 -5.2646 -5.4822
C 1.0722 -4.2144 -2.1393
Eu 0.5327 -2.4145 0.5044
P -2.5332 0.6948 3.8944
C -0.0402 -3.5348 -1.6134
C -0.3522 -2.1393 -2.0319
C -1.6644 -1.5941 -1.9203
C -1.8787 -0.2263 -1.9056
C -0.8264 0.6867 -2.2227
C 0.4186 0.1339 -2.5666
C 0.6568 -1.2383 -2.4888
Br -0.5260 0.3995 0.7325
H 2.0092 -4.3754 -1.5736
H -0.8087 -4.1079 -1.0396
H 2.9577 -5.7100 -3.5923
H -1.1134 -4.1762 -3.8085
H 2.5940 -6.6924 -5.8342
H -1.2563 -5.1823 -6.0669
H -2.5006 -2.3113 -1.8704
H 1.5944 -1.6633 -2.8698
H -2.8539 0.1540 -1.5745
H 1.2180 0.8288 -2.8576
P -0.9786 2.4900 -2.2224
C -1.6336 -0.8843 3.8716
C -2.1544 -1.8392 4.9647
H -0.5643 -0.6593 4.0189
H -1.7488 -1.3107 2.8634
H -1.4661 -2.6872 5.0742
H -2.2170 -1.3366 5.9398
H -3.1440 -2.2441 4.7062
C -3.7061 0.6355 2.4834
C -4.9265 1.5149 2.7788
H -4.0091 -0.4124 2.3775
H -3.1798 0.9127 1.5605
H -5.6999 1.3824 2.0144
H -5.3712 1.2369 3.7416
H -4.6599 2.5769 2.8098
C -1.3768 2.0854 3.5004
C -1.0274 2.8403 4.7907
H -1.8976 2.7520 2.7998
H -0.4951 1.6954 2.9683
H -0.4416 3.7444 4.5820
H -1.9558 3.1528 5.2867
H -0.4599 2.2014 5.4798
C 0.2681 3.3846 -1.2424
C 0.2785 4.9117 -1.3546
H 1.2365 2.9779 -1.5597
H 0.1330 3.0718 -0.2057
H 0.8166 5.2555 -2.2466
H -0.7344 5.3238 -1.3837
H 0.7737 5.3677 -0.4827
C -2.6328 2.9261 -1.6871
C -3.8490 2.5896 -2.5607
H -2.5953 4.0122 -1.5196
H -2.7315 2.4571 -0.6984
H -3.8525 3.1197 -3.5229
H -3.9211 1.5145 -2.7592
H -4.7623 2.8759 -2.0141
C -0.7792 3.1124 -3.9178
C 0.6110 2.9863 -4.5406
H -1.0634 4.1779 -3.8381
H -1.5655 2.5893 -4.4874
H 0.7595 2.0066 -5.0156
H 0.7085 3.7454 -5.3267
H 1.4007 3.1517 -3.7988
C 3.0779 -2.1799 4.0866
N 3.4992 -1.0308 3.3071
C 4.6790 -0.3338 3.8135
C 3.2370 -1.0483 1.9599
N 2.7264 -2.1274 1.3634
N 3.4190 0.1045 1.2711
C 3.4170 1.3835 1.9655
C 3.0696 0.1224 -0.1440
H 3.3744 -2.0169 5.1196
H 3.5286 -3.1095 3.7059
H 1.9810 -2.2779 4.0436
H 5.3651 -0.0577 3.0044
H 4.3902 0.5597 4.3779
H 5.1961 -1.0090 4.5042
H 2.9117 -2.9220 1.9555
H 3.0084 2.1630 1.3120
H 2.8148 1.3469 2.8868
H 4.4474 1.6654 2.2266
H 3.5065 -0.7393 -0.6586
H 1.9664 0.0952 -0.2530
H 3.4332 1.0544 -0.5948

Properties
E = -5360.256396 hartree
HOMO-LUMO gap (spin up / spin down) = 0.2218 / 0.1232 hartree
2S+1 = 8
net charge = +2
F_max = 3.9 eV/A